# 1
Density functional theory data (ωB97M-V with the def2-TZVPD basis set) for C9H48NO16Pd as an isolated structure.

Element x y z (Å)
1 Pd -2.56751 2.38842 2.69448
2 C 1.09399 0.19470 2.01620
3 C 1.03297 1.07790 0.72278
4 C 1.97496 0.46160 -0.35941
5 C 1.38874 -0.81192 -1.03775
6 C 0.12556 -0.28051 -1.77128
7 C -0.96361 0.31019 -0.84028
8 N -0.32995 1.27810 0.18621
9 O -1.31799 2.00422 0.91043
10 C -1.71706 -0.80020 -0.16487
11 C -1.81082 1.17983 -1.84700
12 C 1.73780 2.41031 1.12431
13 H 2.13136 0.06790 2.32584
14 H 0.69316 -0.81875 1.99746
15 H 0.53231 0.75029 2.76717
16 H 2.89394 0.10982 0.10945
17 H 2.30462 1.04398 -1.21980
18 H 1.15215 -1.61980 -0.34533
19 H 2.09198 -1.32000 -1.69761
20 H -0.35295 -1.06006 -2.36410
21 H 0.58335 0.41023 -2.47939
22 H -1.05953 -1.33700 0.51894
23 H -2.13612 -1.46806 -0.91751
24 H -2.50033 -0.42740 0.49514
25 H -2.14868 0.51821 -2.64463
26 H -1.28501 1.94537 -2.41758
27 H -2.78372 1.53391 -1.50614
28 H 2.72692 2.16030 1.50803
29 H 1.17864 2.92188 1.90772
30 H 1.83566 3.16934 0.34817
31 O 2.12285 5.94075 -0.16080
32 H 1.60083 5.59400 -0.88433
33 H 1.78974 5.48801 0.61399
34 O -1.12934 2.74709 4.26880
35 H -0.88060 3.50441 4.79871
36 H -0.77759 1.99498 4.74507
37 O -2.43496 0.35593 3.36782
38 H -2.41131 -0.48351 2.90846
39 H -1.93823 0.20365 4.17175
40 O 3.14037 -0.75219 5.21993
41 H 3.84451 -0.75267 4.57152
42 H 2.49721 -1.37221 4.87622
43 O -0.90726 -4.18004 -1.99470
44 H -0.20781 -4.81345 -1.83410
45 H -0.70332 -3.44544 -1.41591
46 O -3.14703 -2.79953 -3.22947
47 H -2.88929 -2.27464 -3.98729
48 H -2.32788 -2.96616 -2.76315
49 O 2.03795 -3.64625 -2.81640
50 H 1.44779 -3.96082 -3.50122
51 H 2.02579 -4.33654 -2.15339
52 O -3.35654 -2.23366 2.15319
53 H -3.67697 -1.54196 1.57432
54 H -4.14825 -2.61448 2.53321
55 O 1.58421 1.72678 5.74371
56 H 2.30465 2.34634 5.85921
57 H 1.98406 0.97138 5.31276
58 O 4.18517 -3.30597 -0.75830
59 H 3.51465 -2.89386 -1.30309
60 H 4.67435 -2.57312 -0.38433
61 O -1.27329 -3.89103 0.74532
62 H -1.80062 -3.10422 0.88355
63 H -1.72869 -4.57456 1.23686
64 O -0.88967 1.08269 -5.05645
65 H -0.75356 1.17510 -4.11350
66 H -1.42457 0.29390 -5.14554
67 O 0.44180 4.17663 -1.64106
68 H 1.31531 3.78639 -1.67149
69 H -0.15560 3.43645 -1.74817
70 O 3.91359 -1.69661 -3.73497
71 H 4.12742 -1.90823 -4.64366
72 H 3.19799 -2.29193 -3.51193
73 O -5.46728 2.78545 -1.70666
74 H -5.99676 2.47323 -0.97289
75 H -5.82866 2.33708 -2.47125

Output
2S+1 = 4
⟨S²⟩ = 3.76

Atom charges from the Mulliken analysis, given in e for atoms 1 to 6:
1 Pd -0.5233
2 C -1.3278
3 C 1.4776
4 C -1.5711
5 C -0.0714
6 C -2.0490

# 2
Density functional theory data (ωB97M-V with the def2-TZVPD basis set) for C29H38N4OP2Ru as an isolated structure.

Element x y z (Å)
1 Ru -0.11174 -0.19574 -0.24526
2 C -1.25074 1.77502 -0.52396
3 C -1.59648 0.77188 -1.46011
4 C -1.03956 0.69939 -2.87797
5 C 0.26294 -0.10443 -3.06781
6 C 1.21764 -0.10759 -1.89873
7 C 1.50574 1.05414 -1.13368
8 C 1.02094 2.44752 -1.49593
9 C -0.28964 2.88919 -0.81182
10 C 1.30313 -1.11426 0.90204
11 H -1.92783 1.95234 0.31492
12 H -2.54290 0.23887 -1.28904
13 H -0.94023 1.70441 -3.31790
14 H -1.82035 0.19502 -3.46942
15 H -0.00265 -1.15457 -3.25434
16 H 0.76792 0.23791 -3.98163
17 H 1.90473 -0.94692 -1.81266
18 H 2.35473 1.01480 -0.44592
19 H 0.93370 2.57484 -2.58433
20 H 1.80337 3.15294 -1.17384
21 H -0.04025 3.37487 0.14319
22 H -0.75588 3.68598 -1.41384
23 H 1.20585 -0.95825 1.98983
24 H 2.33347 -0.87790 0.59204
25 H 1.12632 -2.19013 0.71651
26 P 1.25677 -1.15256 -8.43823
27 P -1.68156 -0.63499 -8.06671
28 N 2.72672 -0.22293 -8.39598
29 N 2.01759 -2.44395 -9.52341
30 N -1.95751 1.09085 -7.88595
31 N -3.37394 -0.99996 -8.48767
32 C 0.44639 -0.22777 -9.82086
33 C -1.06024 -0.54381 -9.81399
34 C 3.08018 0.44050 -7.20965
35 C 4.09320 1.33637 -7.48461
36 C 4.38851 1.23900 -8.88866
37 C 3.53077 0.28490 -9.42355
38 C 2.20779 -3.73992 -9.04076
39 C 2.67131 -4.55384 -10.07502
40 C 2.76796 -3.73286 -11.24455
41 C 2.37236 -2.44754 -10.86790
42 C -1.81889 1.68906 -6.62684
43 C -1.95729 3.06683 -6.76500
44 C -2.17893 3.33384 -8.16115
45 C -2.17858 2.10395 -8.81578
46 C -4.29851 -0.31640 -9.28840
47 C -5.37130 -1.15999 -9.56154
48 C -5.08506 -2.42347 -8.93844
49 C -3.86131 -2.30529 -8.30704
50 H 0.87350 -0.47708 -10.80323
51 H 0.61617 0.85018 -9.66102
52 H -1.60024 0.18882 -10.43278
53 H -1.25072 -1.53532 -10.26263
54 H 2.55235 0.18636 -6.29740
55 H 4.57231 1.98873 -6.76540
56 H 5.13899 1.80133 -9.42750
57 H 3.43760 -0.07363 -10.43847
58 H 1.99103 -3.96238 -8.00453
59 H 2.90413 -5.60598 -9.99930
60 H 3.07364 -4.04127 -12.23235
61 H 2.32089 -1.55733 -11.47438
62 H -1.63459 1.06430 -5.76364
63 H -1.90218 3.79031 -5.96668
64 H -2.31240 4.29810 -8.62196
65 H -2.32306 1.89359 -9.86227
66 H -4.12916 0.70486 -9.58931
67 H -6.25266 -0.90798 -10.13086
68 H -5.71013 -3.30597 -8.95407
69 H -3.26982 -3.01044 -7.73727
70 C -1.35488 0.13304 2.55539
71 C -1.44581 -0.64144 1.27189
72 O -2.25083 -1.52471 1.03091
73 H -0.54371 0.87189 2.55005
74 H -1.19534 -0.55776 3.39870
75 H -2.30785 0.65480 2.73968

Output
Total charge = +2
Energy relative to the best compared isomer or geometry (same formula, charge and spin) = 0.000 eV
2S+1 = 5
⟨S²⟩ = 6.04

Atom charges from the Mulliken analysis, given in e for atoms 1 to 6:
1 Ru 0.3074
2 C -0.6099
3 C -0.2696
4 C -0.6444
5 C -0.4412
6 C -0.2857

# 3
Density functional theory data (ωB97M-V with the def2-TZVPD basis set) for C17H28N11O8ReS as an isolated structure.

Element x y z (Å)
1 Re -0.01862 -0.24688 -0.14366
2 C 3.09445 -0.01800 0.55144
3 O 2.00466 0.04947 -0.43082
4 C 2.14954 1.04120 -1.48960
5 C 1.41393 2.27915 -1.03213
6 O 0.17468 1.82735 -0.39496
7 C -0.40060 2.85120 0.47169
8 H 4.01383 -0.21028 0.00405
9 H 2.86297 -0.84656 1.21516
10 H 3.15102 0.92350 1.09628
11 H 1.71363 0.60230 -2.38457
12 H 3.20504 1.24256 -1.66601
13 H 1.17904 2.94259 -1.86396
14 H 1.97110 2.82836 -0.27202
15 H -0.65589 3.71226 -0.14199
16 H 0.32435 3.12601 1.23689
17 H -1.28837 2.41418 0.91416
18 N -2.97733 0.68004 1.64550
19 N -3.74008 -0.23166 0.90748
20 C -3.38781 -0.64387 -0.30867
21 N -4.28569 -1.26444 -1.04426
22 N -2.07696 -0.44584 -0.70008
23 N -1.77137 -0.55126 -2.05811
24 O -0.51788 -0.41505 -2.20041
25 O -2.52406 -0.72949 -2.94611
26 H -2.83163 0.29908 2.57470
27 H -3.51353 1.53910 1.74300
28 H -4.67601 -0.45860 1.22517
29 H -5.25094 -1.31273 -0.74597
30 H -4.07748 -1.61726 -1.96548
31 N 0.22818 -0.08437 1.84054
32 C 0.39208 -0.06449 2.98500
33 C 0.59428 -0.03719 4.37149
34 C 0.97947 1.16781 4.98373
35 N 1.26463 2.17743 5.46654
36 C 0.39396 -1.24115 5.08016
37 N 0.17243 -2.25336 5.58615
38 C 3.64012 -3.67322 5.44653
39 C 4.19020 -3.79367 4.03406
40 S 2.97517 -3.58678 2.76653
41 O 3.57567 -3.80886 1.47394
42 O 2.26509 -2.32098 2.94432
43 C 1.75712 -4.87761 3.03494
44 C 1.09114 -5.31769 1.72525
45 N 0.88492 -4.21493 0.75370
46 C 0.11246 -3.15657 0.95825
47 N 0.29035 -2.25212 -0.04374
48 C 1.19919 -2.81949 -0.93729
49 C 1.57405 -4.00367 -0.43995
50 N 2.53323 -4.90608 -1.06240
51 O 2.57725 -6.04674 -0.66645
52 O 3.18144 -4.40742 -1.94737
53 C -0.85067 -3.03698 2.07396
54 H 4.45982 -3.80468 6.15045
55 H 2.89613 -4.43844 5.66769
56 H 3.20111 -2.69257 5.61855
57 H 4.65287 -4.76092 3.82827
58 H 4.92697 -3.02082 3.79930
59 H 1.05887 -4.50599 3.78393
60 H 2.27165 -5.74533 3.45070
61 H 0.12305 -5.77246 1.93196
62 H 1.70380 -6.04897 1.21368
63 H 1.52075 -2.34492 -1.84768
64 H -1.39729 -3.97173 2.20537
65 H -1.56287 -2.24325 1.85926
66 H -0.33045 -2.81505 3.00574

Output
Total charge = +3
Energy relative to the best compared isomer or geometry (same formula, charge and spin) = 0.958 eV
2S+1 = 2
⟨S²⟩ = 0.79

Atom charges from the natural (NBO) analysis, given in e for atoms 1 to 6:
1 Re 1.3562
2 C -0.2690
3 O -0.5104
4 C -0.1076
5 C -0.1027
6 O -0.5275

# 4
Density functional theory data (ωB97M-V with the def2-TZVPD basis set) for a 4-piece molecular cluster, H9O4 overall.

Element x y z (Å)
1 O 0.01382 2.13053 -1.10450
2 H 0.91419 2.30942 -0.92814
3 H -0.47958 2.90519 -1.19466
4 O 2.45426 -1.80693 -0.08410
5 H 2.66288 -1.28803 0.65067
6 H 2.49314 -2.74224 0.20113
7 O -2.02821 -0.10111 1.39842
8 H -1.90353 0.42189 2.11582
9 H -2.95840 -0.37605 1.39338
10 O -0.42477 -0.31475 -0.38372
11 H 0.51095 -0.72203 -0.31590
12 H -0.97618 -0.30797 0.48306
13 H -0.38427 0.53784 -1.01420

Output
Total charge = +1
Energy relative to the best compared isomer or geometry (same formula, charge and spin) = 1.064 eV

Atom charges from the natural (NBO) analysis, given in e for atoms 1 to 6:
1 O -0.9523
2 H 0.5032
3 H 0.5109
4 O -0.9573
5 H 0.4730
6 H 0.4996

Strongest force on any atom? In order: 5.058 4.809 0.499 4.399 eV/Å.
DFT total energy? In order: -47835.421 -59835.602 -63783.365 -8329.061 eV.